Entry 1:
72
Properties=species:S:1:pos:R:3:forces:R:3 method="wB97M-V/def2-TZVPD" total_charge=+2 e_above_lowest_kcal_mol=55.2 homo_ev="-12.664 / -13.915" orbital_gap_ev="7.142 / 6.717" e_lumo_ha="-0.2029 / -0.2645" spin_multiplicity=5
P -0.31223 1.72817 2.00990 0.5272 -1.4665 -2.3440
P -0.30550 -0.88150 -1.34420 0.2964 -1.6355 1.0863
C -0.28543 1.70474 0.00867 -1.5651 2.8973 -1.3139
C -1.07577 0.72904 -0.91203 0.1077 0.0591 -0.9444
H 0.61984 2.14799 -0.42274 -0.4111 0.1227 -0.1854
H -1.08188 2.51462 0.05870 1.3979 -0.7169 -0.0752
H -2.16513 0.82877 -0.80666 0.4978 -0.4422 -0.2021
H -0.74466 0.98213 -1.93819 -0.6788 0.8467 0.6789
C 1.34878 -0.61266 -2.09499 -0.8352 -0.1267 -0.4276
H 1.60466 -1.59657 -2.49172 0.3129 0.2104 -0.0838
H 2.02061 -0.34505 -1.26181 -0.0927 -0.1461 -0.3733
H 1.37364 0.14895 -2.86676 0.2095 -0.1893 -0.1492
C -1.57410 -1.94602 -2.08784 0.6770 0.3254 -0.3372
H -1.69954 -1.68811 -3.14705 -0.2154 -0.2864 0.2008
H -2.49854 -1.78531 -1.50590 0.4332 -0.2158 -0.3022
H -1.15321 -2.95439 -1.94185 -0.5492 0.1971 -0.3157
C 1.03925 2.76947 2.66134 -0.6683 -0.1417 0.6194
H 1.12456 2.43774 3.70113 0.3428 0.2161 0.0295
H 0.83375 3.83578 2.65137 -0.2173 0.0891 -0.0139
H 1.97308 2.57283 2.12274 -0.4018 -0.2228 0.0226
C -2.09837 1.90920 2.39045 0.5629 0.0354 0.7403
H -2.66500 1.11342 1.88206 0.4732 0.1362 0.2003
H -2.54508 2.86986 2.13756 0.2848 0.0710 0.0522
H -2.15041 1.77105 3.47715 -0.4117 -0.0187 -0.1519
Ru 0.22657 -0.02439 0.69208 0.0206 -3.1986 3.8834
C -1.29444 2.68522 -2.89593 0.4286 0.4581 -1.1780
C 0.06461 2.65414 -2.93838 -2.0187 0.5166 -1.3085
C 0.78914 3.95199 -3.03188 0.9388 0.4418 0.3214
C 0.43344 4.97912 -1.92855 0.1925 0.6500 0.0238
C -0.06163 4.41074 -0.61455 -1.3846 1.0231 0.3142
C -1.39757 4.25895 -0.36763 1.5848 1.9704 -0.6996
C -2.38123 4.58418 -1.45761 -0.5311 -0.0554 -0.0566
C -2.07403 3.99119 -2.85261 -0.3824 -0.0560 -0.6736
C 0.05069 -0.47598 2.77942 0.0063 0.4112 1.4610
H -1.97462 1.82657 -3.08848 0.8767 0.3598 0.3437
H 0.66009 1.76105 -3.15500 -0.5030 0.2881 0.2110
H 0.63684 4.45205 -4.00088 -0.1691 -0.3305 0.1394
H 1.85879 3.76198 -3.00472 0.1964 -0.0560 0.0997
H 1.31480 5.60666 -1.73306 -0.0577 -0.3485 0.0734
H -0.27608 5.70540 -2.35490 0.0286 -0.3767 0.4750
H 0.71532 4.23088 0.14711 -0.5368 0.0382 -0.2492
H -1.83579 4.12085 0.63147 0.4942 -0.1213 -0.3549
H -2.49669 5.66945 -1.59735 0.1474 -0.1622 0.2450
H -3.36882 4.24978 -1.14717 -0.1174 -0.1060 0.0662
H -3.03503 3.80869 -3.35597 0.1800 -0.0219 0.2434
H -1.62129 4.77136 -3.48300 0.1653 -0.4662 0.1998
H -0.67443 -1.29615 2.72000 -0.1584 0.3819 -0.0924
H -0.23079 0.18447 3.61317 0.0586 -0.7004 0.3013
H 1.02982 -0.90013 3.01605 0.0137 0.2954 -0.0431
C 0.20882 -5.46779 -1.74610 -0.1698 -0.5856 -0.4469
C 1.31998 -4.62106 -1.82143 -0.2265 0.0959 0.4015
C 1.46762 -3.62544 -0.86023 -0.7647 0.1722 0.9088
C 0.48379 -3.46492 0.14053 -1.3895 -1.8699 -1.2875
C -0.65849 -4.31075 0.18823 0.7314 -0.1035 -0.6131
C -0.78193 -5.34161 -0.75587 0.5300 0.4366 0.1540
N 0.68303 -2.54467 1.15090 1.2483 1.4387 -0.6488
C 1.26003 -3.14537 2.22999 0.1941 -1.3485 2.4922
C 0.47808 -4.07656 2.98043 0.2624 -0.2230 0.1673
C 1.03122 -4.76827 4.05814 0.4475 0.1759 -0.2507
C 2.39196 -4.56614 4.35424 0.5317 -0.1542 0.1688
C 3.17838 -3.62271 3.66825 -0.3592 0.1211 -0.5211
C 2.59658 -2.88818 2.63024 -0.8443 0.3363 -0.2051
H 0.13253 -6.28899 -2.47153 -0.0257 0.4242 0.3429
H 2.10320 -4.74193 -2.57452 -0.4057 -0.1411 0.1988
H 2.33848 -2.98826 -0.75621 0.1125 -0.1452 -0.3285
H -1.37531 -4.19330 0.99843 0.0404 -0.0072 -0.4420
H -1.60703 -6.06582 -0.67944 0.4498 0.4857 -0.1862
H -0.57030 -4.24708 2.71578 0.5830 0.0958 0.2214
H 0.44138 -5.50736 4.63291 0.4031 0.6379 -0.4531
H 2.88949 -5.18209 5.11594 -0.4059 0.3640 -0.2478
H 4.24843 -3.45593 3.87839 -0.7670 -0.2672 0.1032
H 3.09908 -2.10799 2.05195 0.2743 -0.3719 0.3163

---

Entry 2:
87
Properties=species:S:1:pos:R:3:forces:R:3 method="wB97M-V/def2-TZVPD" total_charge=0 homo_ev=-9.646 orbital_gap_ev=9.026 e_lumo_ha=-0.0228
O -2.79400 -0.46970 -2.54545 -0.2528 -0.0097 -0.1139
S -1.55295 -0.10850 -3.17580 0.5397 -0.0209 0.4366
O -1.49109 -1.29815 -4.38818 0.1385 -0.2608 0.4784
Br 0.09385 -1.31969 -5.27962 -0.0665 0.0403 -0.0955
O -0.44578 -0.56276 -2.06556 -0.3618 -0.1243 -0.7666
C 0.82679 0.11686 -2.15582 1.1277 0.0830 0.4648
C 1.96934 -0.91810 -2.07310 -1.2391 0.1972 -0.3005
C 1.56370 -2.03315 -1.12161 0.6931 -0.1071 0.0733
Cl 3.03710 -2.92622 -0.57555 -0.1032 0.0005 -0.0806
H 0.89978 0.71243 -3.06630 -0.1386 -0.0794 -0.0953
H 0.92189 0.78258 -1.29658 -0.3215 -0.1048 -0.3000
H 2.10502 -1.31287 -3.07945 0.4809 -0.1679 0.1197
H 2.86060 -0.41657 -1.70412 0.0942 -0.0076 -0.1469
H 0.94106 -2.77689 -1.60463 -0.1692 0.0770 0.0638
H 1.09593 -1.64159 -0.22399 -0.0484 -0.0266 0.0233
O 0.24786 0.73010 0.57682 -0.1324 0.1646 0.4047
C -0.91816 0.74246 0.86853 0.0730 -0.2683 0.0788
O -1.56467 1.87610 1.20171 -0.0016 0.0278 -0.0303
C -2.91697 1.57571 1.60115 -0.2293 -0.0812 0.0327
C -3.22830 0.22867 0.96202 0.0024 -0.0611 -0.0271
C -1.85701 -0.44191 0.96031 -0.3497 0.1940 -0.1597
H -2.95268 1.53921 2.69205 0.0489 -0.0088 0.0029
H -3.57075 2.37234 1.25549 0.1359 0.0999 -0.0291
H -3.99754 -0.32904 1.49202 0.0288 0.0322 0.0749
H -3.56337 0.37153 -0.06615 0.0223 -0.0112 -0.0029
H -1.65474 -0.97391 1.89298 0.0703 -0.0210 -0.0198
H -1.71765 -1.10712 0.11320 0.1794 -0.0622 0.0666
O -1.98990 2.41983 -4.01843 -0.1246 0.6565 -0.2850
C -2.93516 2.86452 -4.61297 -0.0981 -0.2624 0.2696
O -3.06664 4.17980 -4.87804 0.0320 0.0636 -0.0484
C -4.33501 4.43173 -5.51868 -0.2246 -0.0274 -0.1195
C -4.74117 3.09522 -6.12309 -0.2212 -0.0282 -0.0142
C -4.13224 2.10123 -5.13915 -0.0309 0.2823 -0.3764
H -5.03945 4.78418 -4.76225 0.0512 -0.0099 0.0536
H -4.20364 5.21330 -6.26340 0.1484 0.0340 0.0606
H -5.81784 2.99577 -6.25081 -0.0139 0.0456 0.1155
H -4.27024 2.96649 -7.09442 -0.0742 0.0477 0.1014
H -4.79506 1.87646 -4.30130 0.0661 -0.0807 0.0371
H -3.81892 1.17822 -5.62134 0.0361 -0.0825 0.1818
O -2.84334 2.24453 -8.38110 0.2189 -0.0172 -0.2615
C -1.66514 2.46695 -8.42337 -0.0510 -0.2072 0.2539
O -0.92773 2.24190 -9.53081 0.0103 0.0503 -0.0374
C 0.46371 2.49056 -9.26040 0.1831 0.0700 0.0408
C 0.47504 3.42114 -8.05504 -0.0377 0.0010 0.1051
C -0.77752 2.97539 -7.30344 0.2387 0.2564 -0.3325
H 0.94917 1.53481 -9.05267 -0.0266 -0.0117 0.0232
H 0.92104 2.93167 -10.14238 -0.1233 -0.0535 -0.0913
H 1.39143 3.35717 -7.47241 0.0028 -0.0688 -0.0156
H 0.35757 4.45458 -8.38394 0.0183 -0.0042 -0.0197
H -0.57547 2.14983 -6.61798 -0.0877 0.0216 0.0596
H -1.25863 3.78951 -6.76852 -0.1080 -0.1467 0.1452
O 2.54725 -4.58421 4.30278 0.0149 -0.1453 0.1077
C 3.70218 -4.63699 3.99428 -0.1659 0.3840 -0.1194
O 4.63941 -5.19898 4.80389 0.0176 -0.0513 0.0035
C 5.94767 -5.02758 4.23630 0.1414 0.0014 -0.0901
C 5.71265 -4.80814 2.74852 -0.0882 0.0425 -0.1137
C 4.36101 -4.09280 2.74312 0.4590 -0.5851 0.0356
H 6.42050 -4.16559 4.71267 -0.0194 0.0233 -0.0150
H 6.54181 -5.91430 4.44653 -0.0913 -0.0340 0.1168
H 6.51263 -4.24989 2.26590 0.0116 0.0385 0.0677
H 5.62355 -5.77111 2.24223 0.0351 -0.0151 0.0237
H 4.46401 -3.01501 2.84553 -0.1453 0.0326 -0.0395
H 3.77067 -4.32744 1.86306 -0.1852 0.2173 0.0583
O 3.04798 -1.34024 2.99367 0.2631 0.1563 -0.0557
C 2.63688 -0.41170 3.62439 -0.3114 -0.2476 0.0705
O 3.43950 0.42018 4.32988 0.0070 0.0316 -0.0349
C 2.63898 1.36274 5.07177 -0.1237 0.1081 0.0663
C 1.30364 1.41313 4.34324 -0.1826 0.0300 -0.0006
C 1.19028 -0.00773 3.80450 0.0158 0.4457 0.0576
H 2.53886 0.99703 6.09614 -0.0208 -0.0204 -0.0060
H 3.14748 2.32333 5.09163 0.1518 -0.0788 -0.0475
H 0.47487 1.70985 4.98378 0.0739 -0.0136 0.0954
H 1.35905 2.11885 3.51266 0.0197 -0.0196 -0.0135
H 0.73037 -0.68596 4.52696 0.0077 -0.0688 -0.0440
H 0.66405 -0.05877 2.85784 0.0328 -0.2234 -0.0250
O -0.70795 1.19499 7.43227 -0.0155 -0.0044 -0.1976
C -0.97811 0.03209 7.51238 0.0852 0.1117 0.2972
O -2.04176 -0.51538 6.87773 0.0239 -0.0338 -0.0643
C -2.17598 -1.90295 7.23926 0.0166 -0.1816 0.0343
C -0.79271 -2.32776 7.71403 0.0910 0.0503 0.0583
C -0.25859 -1.03123 8.32108 -0.0778 -0.3542 -0.3549
H -2.92897 -1.98143 8.02617 0.0115 0.0264 0.0173
H -2.51578 -2.46267 6.37151 -0.0449 0.1304 -0.0676
H -0.81582 -3.16811 8.40409 -0.0605 0.0168 0.0151
H -0.17872 -2.61386 6.85882 -0.0152 -0.0287 -0.0026
H -0.54071 -0.91842 9.36885 0.0573 0.0666 0.0164
H 0.81771 -0.93054 8.21414 0.0057 0.1700 0.1521

---

Entry 3:
75
Properties=species:S:1:pos:R:3:forces:R:3 method="wB97M-V/def2-TZVPD" total_charge=+1 e_above_lowest_kcal_mol=0.0 homo_ev=-11.513 orbital_gap_ev=9.146 e_lumo_ha=-0.0870
C 7.56582 0.46913 2.12947 0.0806 -0.0326 0.6400
C 6.84317 1.39901 3.13546 0.2629 0.0889 -0.2213
C 6.09331 2.55822 2.46709 -0.6673 -0.1015 -0.0927
C 4.89310 2.13802 1.56177 0.3271 0.0300 0.3048
C 4.21981 0.82076 1.95417 -0.4769 -0.1903 -0.1946
C 3.51328 0.90032 3.31721 0.6256 0.8553 -0.1718
N 3.24213 -0.42512 3.89397 0.8525 -0.8565 0.1896
C 2.44600 -0.42264 5.09051 -0.5333 0.6707 -0.2326
O 2.84578 -0.44291 6.22217 -0.4842 0.2595 -0.9849
C 1.02284 -0.39997 4.53114 0.1846 -0.5460 0.0994
C -0.16133 -0.00559 5.07504 0.1853 0.1276 0.9805
C -1.29398 -0.06518 4.28922 -0.5225 0.4143 0.7611
C -1.27520 -0.50406 2.98928 -0.7065 -0.3676 -0.6670
C -2.56028 -0.51420 2.16424 0.2139 0.8817 0.3255
C -3.71540 0.22301 2.81939 0.3811 0.0248 0.2519
F -2.26860 0.22304 0.97861 -0.1565 -0.2017 -0.1778
C -0.07655 -0.95228 2.42387 -0.1055 -0.3476 -0.6525
C 0.00746 -1.48368 1.00600 -0.6761 -0.4052 0.1907
C 0.68302 -2.84286 0.85399 1.2545 0.0167 -0.4998
O 1.43606 -3.08991 -0.06044 -0.9091 0.1768 0.2560
C 1.03107 -0.87725 3.21859 1.7784 -0.3970 0.5469
C 2.49466 -1.23778 2.96437 -0.1126 0.1204 -0.2983
O 3.00055 -2.04282 2.23145 -0.6552 0.6202 0.2141
H 8.53276 0.17106 2.54685 -0.0580 0.0566 -0.1673
H 7.74944 0.95907 1.16960 -0.0815 -0.1064 0.0588
H 7.01407 -0.46412 1.99020 0.0058 0.1816 -0.2834
H 7.58102 1.83066 3.81996 -0.0697 -0.0103 -0.1036
H 6.18079 0.79745 3.76650 0.0333 0.1062 -0.0747
H 6.79962 3.12507 1.85045 -0.0657 -0.0066 0.1390
H 5.69777 3.25995 3.21146 0.2851 -0.1550 0.1110
H 5.24377 2.10163 0.52549 -0.2000 -0.2549 0.0732
H 4.11897 2.91622 1.59680 0.2100 0.0456 -0.0810
H 3.46472 0.59560 1.18732 0.1584 -0.1066 0.0706
H 4.91062 -0.02449 1.96188 0.0046 0.1510 -0.0011
H 2.58505 1.49210 3.20975 0.0572 -0.1726 0.0403
H 4.16449 1.46735 3.98878 -0.1935 -0.2831 0.2072
H -0.20652 0.34765 6.09930 -0.0656 -0.0235 -0.0666
H -2.20830 0.26233 4.76672 -0.0557 -0.0339 -0.2338
H -2.82350 -1.52848 1.85085 -0.0370 0.0936 -0.0227
H -4.04666 -0.30969 3.71435 -0.2449 -0.0320 -0.2579
H -3.35328 1.19897 3.15569 -0.0837 -0.0571 -0.1280
H -4.53292 0.40205 2.12109 0.0073 -0.3177 0.0720
H 0.44037 -0.76359 0.30641 0.1877 -0.1388 0.1636
H -1.03002 -1.62996 0.67476 0.2665 -0.1018 -0.1337
H 0.50818 -3.62789 1.62079 -0.2838 0.3430 0.0035
C -4.83408 0.10965 -6.76692 -0.1148 -0.0077 0.1152
C -4.35718 1.24676 -5.85583 -0.0450 -0.2725 -0.3279
C -3.01756 1.00971 -5.16277 -0.2947 0.2117 0.0578
N -3.05170 0.26684 -3.83649 0.2956 0.2055 -0.1708
C -1.59719 0.03620 -3.45647 0.0748 -0.2046 0.1638
C -1.42696 -0.88277 -2.26338 -0.0121 -0.0793 0.2062
C -2.12931 -2.21166 -2.48986 0.0010 0.0016 0.0228
C -3.59992 -1.96803 -2.78459 0.0904 -0.0709 0.1564
C -3.78554 -1.04500 -3.97747 -0.0375 -0.1631 0.2210
C -3.70263 1.13228 -2.80471 0.0098 -0.2015 -0.0151
H -5.29861 -0.70494 -6.21423 0.0281 -0.0459 -0.0497
H -5.58431 0.48240 -7.46280 0.0280 0.0040 -0.0041
H -4.01122 -0.30108 -7.35421 -0.0045 0.0284 -0.0170
H -5.14525 1.51936 -5.15207 0.0629 0.0762 0.0391
H -4.21436 2.11896 -6.49666 0.0822 0.0835 0.1600
H -2.54724 1.96751 -4.93887 0.0698 -0.0618 0.0643
H -2.34870 0.45407 -5.81939 -0.0312 -0.0698 0.0442
H -1.11079 -0.40204 -4.32859 -0.0872 0.0285 -0.0485
H -1.15868 1.01540 -3.26721 -0.0650 0.0383 -0.1078
H -0.36144 -1.05703 -2.10267 0.0315 0.1563 -0.0953
H -1.80078 -0.40876 -1.35161 0.0327 0.0048 -0.0131
H -2.02048 -2.85057 -1.61330 0.0205 -0.0090 -0.0255
H -1.66469 -2.73989 -3.32834 0.0058 -0.0111 0.0171
H -4.09588 -1.55682 -1.90098 -0.0099 0.0100 -0.0203
H -4.09653 -2.91563 -2.99833 -0.1087 0.1020 -0.1247
H -4.84081 -0.81009 -4.09690 0.0510 0.0857 -0.1858
H -3.40860 -1.51957 -4.88384 -0.0060 0.0746 -0.0326
H -4.73984 1.29395 -3.08228 0.0151 0.0318 0.0045
H -3.16784 2.07778 -2.76208 -0.0197 -0.0014 0.0125
H -3.65905 0.63884 -1.83878 0.0201 0.0370 0.0008